Record 1
The following is a quantum chemistry calculation of 10 unconnected molecules or ions with the total composition C16H52O10, from the OMol25 dataset.

Structure (XYZ):
```
78
Properties=species:S:1:pos:R:3
C 0.18080 2.98253 2.86499
C -1.10856 2.17370 2.81981
C -0.90388 0.67906 2.99141
O -1.99223 2.58154 3.88197
H 0.92726 2.52047 2.21271
H 0.56446 2.99434 3.88487
H 0.01697 3.99239 2.48852
H -1.63016 2.33358 1.86934
H -1.87729 0.20329 3.09415
H -0.31088 0.47698 3.88415
H -0.38689 0.30113 2.10787
H -2.08785 3.53772 3.83708
C -0.91596 -0.88788 -1.14081
C 0.51730 -0.64586 -0.76883
C 1.13531 -1.78092 0.05298
O 1.28722 -0.40703 -1.95000
H -1.46341 -1.07895 -0.21008
H -1.04542 -1.76294 -1.77849
H -1.39186 -0.00495 -1.56603
H 0.58273 0.22565 -0.09994
H 2.21997 -1.68658 0.14176
H 0.92584 -2.75176 -0.40764
H 0.74553 -1.79364 1.07376
H 2.21170 -0.35069 -1.68008
C -2.53947 -3.08627 3.11322
C -3.75793 -2.72112 2.26714
C -4.60928 -1.63607 2.86279
O -3.33853 -2.27254 0.96602
H -2.82675 -3.39235 4.11839
H -1.85864 -2.23605 3.16767
H -2.01743 -3.91623 2.63309
H -4.32255 -3.64923 2.11426
H -4.85264 -1.85439 3.90458
H -5.52148 -1.45771 2.29786
H -4.04267 -0.70051 2.93380
H -2.99509 -3.02079 0.46975
C 2.80199 0.23596 3.30176
C 4.08667 1.05365 3.28877
C 5.30435 0.15524 3.15811
O 3.98110 1.83223 2.04894
H 2.87034 -0.64503 3.94880
H 2.45331 -0.05201 2.31590
H 2.02505 0.81412 3.81187
H 4.17479 1.77738 4.09471
H 5.53996 -0.38613 4.07727
H 6.19166 0.71984 2.86135
H 5.16701 -0.58610 2.36892
H 4.29088 2.72282 2.23626
C 2.10869 -1.92109 -6.76207
C 1.67612 -0.81401 -5.81164
C 2.85606 -0.15502 -5.13017
O 0.98307 0.20476 -6.53493
H 2.61043 -1.43655 -7.60669
H 1.24976 -2.45199 -7.17930
H 2.80792 -2.63806 -6.33750
H 1.02718 -1.20713 -5.01774
H 2.62821 0.38339 -4.21130
H 3.38482 0.50332 -5.82479
H 3.61918 -0.88481 -4.83683
H 0.31358 -0.20304 -7.09293
C -4.99561 -0.22631 -1.18277
O -4.29636 0.50111 -0.18582
H -4.95647 0.34714 -2.10761
H -4.57084 -1.21044 -1.39136
H -6.03520 -0.39229 -0.88954
H -3.85898 -0.12400 0.40638
O 3.00106 1.80870 -0.61099
H 3.34992 1.65040 0.27628
H 2.04241 1.86214 -0.48566
O -0.36984 1.06742 -3.87454
H 0.14774 0.82153 -4.64903
H 0.07197 0.62133 -3.13932
O -2.23633 2.30018 -0.43387
H -2.55103 3.08581 0.01959
H -2.99027 1.68033 -0.43963
O 0.38191 2.68141 -1.41444
H -0.49945 2.30236 -1.27630
H 0.69497 2.29350 -2.24015
```

- energy relative to the best compared isomer or geometry (same formula, charge and spin) (kcal/mol) = 0.00
- HOMO (eV) = -9.99
- HOMO-LUMO gap (eV) = 10.5
- E_tot (a.u.) = -1393.19200
- SMILES string = CC(C)O.CC(C)O.CC(C)O.CC(C)O.CC(C)O.CO.O.O.O.O
- molar mass (g/mol) = 404.58



Record 2
The following is a quantum chemistry calculation of 10 unconnected molecules or ions with the total composition C16H52O12, from the OMol25 dataset.

Structure (XYZ):
```
80
Properties=species:S:1:pos:R:3
O -3.01354 -2.29872 -1.24107
C -4.11538 -1.73712 -0.52116
C -4.06818 -1.95868 0.93874
O -2.99431 -1.21597 1.56016
H -2.25408 -1.77692 -0.95026
H -4.17776 -0.68320 -0.82355
H -5.00400 -2.21449 -0.94499
H -3.87598 -3.00035 1.20523
H -5.02663 -1.64222 1.36577
H -2.52939 -1.90652 2.05024
O -0.32186 3.19182 3.67307
C 0.55828 2.09624 3.46423
C 1.95395 2.67682 3.29170
O 2.29094 3.62308 4.31679
H -1.20289 2.89864 3.42459
H 0.49654 1.40427 4.31556
H 0.24047 1.44087 2.64683
H 1.93557 3.22083 2.33820
H 2.67052 1.86925 3.13026
H 1.38453 3.91669 4.51460
C 1.37032 -3.57904 -1.23942
C 0.35994 -4.60889 -0.73067
O 0.44144 -5.79738 -1.52949
H 1.25576 -2.60846 -0.74112
H 1.09216 -3.40511 -2.27795
H 2.43259 -3.79588 -1.10502
H -0.60174 -4.18796 -1.04791
H 0.34760 -4.76810 0.34715
H 0.81868 -6.43911 -0.91693
C 2.38200 0.75246 -4.92870
C 1.87813 0.30323 -3.57076
O 1.47519 -1.07430 -3.52258
H 1.74050 0.47000 -5.75977
H 3.37107 0.32101 -5.08434
H 2.43879 1.84222 -4.88969
H 0.95245 0.78265 -3.23574
H 2.51879 0.46227 -2.69634
H 2.21890 -1.68425 -3.53201
C -0.08660 -1.59728 4.15285
C -0.01091 -2.93065 3.43597
O -0.52220 -2.75715 2.09310
H -1.03601 -1.08183 3.98927
H 0.68496 -0.85631 3.93315
H 0.02933 -1.75864 5.22952
H -0.73661 -3.61880 3.85690
H 1.04750 -3.18581 3.38913
H -0.39480 -1.84731 1.76747
C -1.42767 3.80853 0.34183
C -2.60845 3.17381 -0.35312
O -2.90620 1.94802 0.34409
H -0.58784 3.10794 0.27173
H -1.50709 3.95992 1.41857
H -1.01678 4.73476 -0.05985
H -2.47314 3.03849 -1.42854
H -3.54102 3.74228 -0.25119
H -3.33604 1.37564 -0.30032
C 2.97255 -0.93059 1.65164
O 3.79118 -1.31732 0.56235
H 2.19817 -1.62127 1.97888
H 3.57172 -0.62764 2.51396
H 2.55060 0.06754 1.47259
H 3.22540 -1.48272 -0.19791
C 2.80573 2.55218 -1.28411
O 2.00266 3.45011 -0.53882
H 2.21619 1.66290 -1.51663
H 2.97770 2.98598 -2.27480
H 3.71735 2.22669 -0.78281
H 2.51735 4.22690 -0.30542
C -0.01053 0.18007 -0.35706
O -0.41668 -0.14397 0.97809
H 1.03785 -0.09705 -0.41759
H -0.60803 -0.25092 -1.16229
H -0.13072 1.26782 -0.36424
H -1.30043 0.19977 1.17207
C -1.85544 1.09969 -3.75095
O -2.96718 1.83769 -4.21771
H -1.76647 0.06696 -4.11201
H -0.96983 1.45134 -4.30382
H -1.63055 1.16632 -2.69274
H -2.93840 1.88422 -5.17487
```

- energy relative to the best compared isomer or geometry (same formula, charge and spin) (kcal/mol) = 57.17
- HOMO (eV) = -9.95
- HOMO-LUMO gap (eV) = 10.4
- E_tot (a.u.) = -1543.47841
- SMILES string = OCCO.OCCO.CCO.CCO.CCO.CCO.CO.CO.CO.CO
- molar mass (g/mol) = 436.58



Record 3
The following is a quantum chemistry calculation of 11 unconnected molecules or ions with the total composition C16H54N12O11, from the OMol25 dataset.

Structure (XYZ):
```
93
Properties=species:S:1:pos:R:3
N 5.23013 -7.37759 -3.15631
C 4.72229 -6.24435 -3.47677
N 5.28071 -5.67492 -4.51695
O 3.80627 -5.71299 -2.92756
H 4.76968 -8.08808 -2.60560
H 6.03219 -7.70906 -3.67297
H 6.08180 -6.09489 -4.96637
H 4.90684 -4.77122 -4.76925
N 0.85650 1.58969 0.44243
C 0.88501 0.64740 -0.52975
N 1.57457 -0.41089 -0.13023
O 0.25642 0.86465 -1.58265
H 1.44437 1.37026 1.23386
H 0.38695 2.46798 0.27444
H 1.83906 -0.45175 0.84366
H 1.54317 -1.22499 -0.72719
N 2.37323 1.40511 -9.47401
C 2.09902 1.58165 -8.21647
N 1.12045 0.82086 -7.87418
O 2.74138 2.20786 -7.40280
H 1.79501 0.95729 -10.17058
H 3.15444 1.95081 -9.80871
H 0.71142 0.12174 -8.47752
H 0.84120 0.98810 -6.91807
N -0.21132 -8.29336 1.31951
C -0.66714 -7.92967 2.47792
N -1.01653 -8.87151 3.33059
O -0.79231 -6.79035 2.74419
H 0.19154 -7.58921 0.71786
H -0.14117 -9.28580 1.14561
H -0.81072 -9.81614 3.03832
H -1.00907 -8.68371 4.32295
N 2.80663 -2.26221 6.17858
C 3.75871 -1.51174 5.65419
N 4.93522 -1.94234 5.83745
O 3.57584 -0.50854 5.01728
H 1.82706 -2.06555 6.03070
H 3.19562 -3.12018 6.54281
H 4.86046 -2.90504 6.13365
H 5.77691 -1.43078 5.61393
N -3.60766 -1.20493 3.63364
C -4.12166 -1.11650 4.82202
N -3.71349 -2.02451 5.63542
O -4.92211 -0.27805 5.13693
H -3.80878 -0.51056 2.92831
H -3.02310 -2.00045 3.42023
H -3.99087 -1.89877 6.59842
H -3.10640 -2.77786 5.34562
C -7.96146 1.81242 -3.12683
C -6.51366 1.55361 -3.49630
O -5.71370 1.70430 -2.34709
H -8.08510 2.86653 -2.87852
H -8.45030 1.17149 -2.39310
H -8.52289 1.51231 -4.01162
H -6.25106 2.29111 -4.25473
H -6.47160 0.56229 -3.94755
H -4.77848 1.60071 -2.53752
C -3.41067 -4.93234 -2.94946
C -2.76736 -4.89416 -4.34057
O -1.68716 -5.80130 -4.33641
H -4.20792 -4.18970 -2.98088
H -2.62112 -4.82209 -2.20613
H -3.86224 -5.91823 -2.83894
H -2.42264 -3.90711 -4.64879
H -3.56727 -5.24196 -4.99424
H -0.98962 -5.33280 -3.87215
C 0.74542 6.14347 6.29077
C -0.19702 7.27862 6.68676
O -0.32367 7.48602 8.09855
H 1.71728 6.08138 6.78040
H 0.93265 6.21821 5.21958
H 0.16962 5.22928 6.43510
H -1.18784 6.90403 6.42978
H 0.05234 8.14844 6.07902
H -0.90672 8.24625 8.15938
C 7.36235 2.51011 -0.65027
C 7.37774 3.53197 0.46960
O 7.57394 2.82946 1.68578
H 6.64320 1.72334 -0.42242
H 8.29719 1.96118 -0.76362
H 7.11562 2.96495 -1.60962
H 6.45858 4.09859 0.61855
H 8.14079 4.31034 0.46792
H 6.69627 2.48998 1.87563
C -4.76413 8.75008 0.05802
C -4.40540 7.74760 -0.96926
O -3.09518 7.26137 -0.71566
H -4.07339 9.58626 -0.05054
H -4.57826 8.31529 1.04012
H -5.81293 9.02909 -0.04333
H -4.58646 8.01868 -2.00938
H -5.12829 6.93324 -0.92073
H -2.37696 7.77275 -1.09546
```

- energy relative to the best compared isomer or geometry (same formula, charge and spin) (kcal/mol) = 142.07
- HOMO (eV) = -9.43
- HOMO-LUMO gap (eV) = 9.6
- E_tot (a.u.) = -2126.73106
- SMILES string = NC(N)=O.NC(N)=O.NC(N)=O.NC(N)=O.NC(N)=O.NC(N)=O.CCO.CCO.CCO.CCO.CCO
- molar mass (g/mol) = 590.68



Record 4
The following is a quantum chemistry calculation of 11 unconnected molecules or ions with the total composition C16H54O19, from the OMol25 dataset.

Structure (XYZ):
```
89
Properties=species:S:1:pos:R:3
O -12.35148 17.81681 26.69426
C -13.70949 17.49791 26.80163
C -14.20254 17.42208 25.30984
O -15.48512 16.99107 25.17954
H -12.19304 18.58920 26.13968
H -13.82567 16.56137 27.32955
H -14.14514 18.33911 27.39495
H -13.57080 16.67803 24.74321
H -13.96287 18.36071 24.81426
H -15.63251 16.82717 24.24803
O -15.21309 23.33320 18.58503
C -15.68113 24.29649 17.64769
C -16.70151 23.59985 16.77239
O -17.23529 24.45224 15.79639
H -14.85939 22.60496 18.12297
H -16.05990 25.19862 18.12990
H -14.85892 24.54488 17.03409
H -17.53113 23.13252 17.33997
H -16.14220 22.75305 16.30740
H -18.01016 24.07784 15.38715
O -13.18840 17.32247 22.03523
C -11.87701 17.01102 22.45505
C -10.99284 17.78339 21.57596
O -9.65544 17.33476 21.83735
H -13.46721 18.11023 22.41506
H -11.69989 17.28568 23.48120
H -11.70723 15.93475 22.41329
H -11.07017 18.87063 21.63299
H -11.16701 17.45897 20.53308
H -9.44157 16.74037 21.08040
O -19.88750 17.01065 21.73091
C -18.64879 16.44620 22.05662
C -17.64559 17.45040 22.68189
O -16.33656 16.94435 22.58868
H -19.85072 17.21720 20.79710
H -18.76308 15.55370 22.73286
H -18.23978 16.10286 21.15531
H -17.79675 17.66841 23.70812
H -17.62346 18.28123 22.12574
H -16.24598 16.65486 21.66093
O -8.91410 23.12719 21.73240
C -10.12521 23.67698 22.10356
C -11.19026 22.58424 22.04062
O -12.52600 23.07319 22.18528
H -8.66214 22.47766 22.38691
H -10.15179 23.87537 23.18605
H -10.48015 24.57345 21.60692
H -10.90179 21.66197 22.62201
H -11.10668 22.19552 20.96816
H -12.71985 23.85544 21.62250
O -12.23073 20.19516 19.78029
C -12.33081 21.35245 18.99982
C -12.93568 20.82254 17.70384
O -13.64268 21.82062 17.06914
H -11.36589 19.89346 19.52934
H -12.95471 21.99273 19.52805
H -11.43501 21.95751 18.92004
H -13.75727 20.08871 17.77065
H -12.16105 20.41226 17.05772
H -13.03150 22.53018 16.85851
O -11.64179 19.60060 24.67729
C -10.29799 20.10334 24.67611
C -9.45991 19.56859 25.94369
O -8.11268 19.79456 25.73539
H -12.16795 19.81728 23.87661
H -9.81701 19.63377 23.83719
H -10.28303 21.21205 24.56250
H -9.55292 18.54511 26.04676
H -10.01032 20.06734 26.79596
H -7.60760 19.15220 26.24457
O -16.82656 20.70640 21.24801
C -15.41492 20.49515 21.23363
C -14.85322 20.16922 22.59419
O -13.39194 20.14962 22.61728
H -16.94099 21.25358 20.45332
H -15.09329 19.73459 20.51677
H -15.03482 21.44393 20.86408
H -15.18421 19.19497 22.81370
H -15.30822 20.82292 23.35256
H -13.14333 20.94977 22.30556
O -17.41344 18.37432 19.61264
H -17.23351 18.85173 20.34950
H -16.77637 17.66309 19.72731
O -16.38884 20.38651 18.09189
H -17.07646 20.83600 17.66649
H -16.75202 19.64600 18.65138
O -13.60893 18.03695 19.48969
H -13.13604 18.85148 19.70719
H -13.50408 17.60161 20.37088
```

- energy relative to the best compared isomer or geometry (same formula, charge and spin) (kcal/mol) = 101.91
- HOMO (eV) = -9.37
- HOMO-LUMO gap (eV) = 9.5
- E_tot (a.u.) = -2071.31961
- SMILES string = OCCO.OCCO.OCCO.OCCO.OCCO.OCCO.OCCO.OCCO.O.O.O
- molar mass (g/mol) = 550.59



Record 5
The following is a quantum chemistry calculation of a molecular structure, C16H55B2O8PtSr, from the OMol25 dataset.

Structure (XYZ):
```
83
Properties=species:S:1:pos:R:3
Pt -2.45883 0.12219 0.44380
Sr 0.40123 2.57847 -0.47127
B -2.04426 0.55511 2.76042
H -1.57368 1.61183 2.75369
H -3.08865 0.50944 2.27026
H -1.27004 -0.20148 2.32530
H -2.29734 0.23998 3.84509
B -0.19399 -0.05770 -0.20887
H -0.19420 0.64471 0.66488
H -0.55072 -1.11784 0.09679
H -0.84441 0.31601 -1.05401
H 0.90933 -0.12883 -0.44765
C -3.32661 3.60744 -1.67036
C -3.25999 3.19159 -0.20524
O -2.18679 2.28374 0.00839
H -3.58950 2.83274 -2.38295
H -2.47652 4.21572 -1.99032
H -4.12821 4.36300 -1.63928
H -4.16030 2.68579 0.16007
H -3.18801 4.08160 0.43190
C 2.74028 -1.69494 2.09708
C 1.50893 -1.44868 3.00399
O 1.51200 -0.25160 3.76180
H 3.66476 -1.21958 2.42110
H 2.54801 -1.41114 1.05859
H 2.91930 -2.77049 2.05100
H 1.64319 -2.24271 3.75503
H 0.55400 -1.68311 2.53206
H 0.63966 0.13448 3.60262
C 1.79980 1.26811 -4.96350
C 2.06313 1.10657 -3.48278
O 1.52238 2.26317 -2.79817
H 2.21082 0.48295 -5.60428
H 2.23881 2.20929 -5.30503
H 0.75216 1.26104 -5.27028
H 3.12768 1.10743 -3.22901
H 1.64129 0.19928 -3.05367
H 1.93095 3.04805 -3.17995
C -1.89445 0.16255 -3.61098
C -2.53003 -0.89062 -2.72669
O -3.38189 -0.34475 -1.72281
H -1.27471 0.86028 -3.03978
H -2.62572 0.80097 -4.10683
H -1.18708 -0.27495 -4.31692
H -1.78328 -1.54519 -2.27370
H -3.14143 -1.52076 -3.38180
H -4.30673 -0.55375 -1.86402
C -4.54991 -3.79259 0.82879
C -3.26781 -3.18498 0.21857
O -2.96195 -1.97323 0.93897
H -4.30264 -4.33243 1.74150
H -5.04436 -4.47458 0.14027
H -5.20378 -2.94992 1.04803
H -3.45858 -2.97899 -0.82992
H -2.43204 -3.87667 0.30287
H -2.82332 -2.20414 1.86769
C 1.96705 4.47706 2.87475
C 1.40832 3.10387 3.13641
O 0.44886 2.76476 2.08687
H 2.80115 4.63929 3.55498
H 1.17358 5.21561 2.98673
H 2.31041 4.58171 1.84229
H 0.78768 3.06049 4.03285
H 2.15130 2.30745 3.18659
H -0.28516 2.24550 2.46946
C 0.82275 -4.16197 -0.50363
C 0.97469 -5.55649 0.05081
O 2.29950 -5.71525 0.55883
H -0.14579 -4.05336 -1.00613
H 1.55873 -3.99427 -1.29513
H 0.90745 -3.30697 0.16722
H 0.83251 -6.31840 -0.71840
H 0.24519 -5.71087 0.85238
H 2.28681 -6.07086 1.44893
C 5.01485 1.12734 0.01002
C 3.59456 1.21233 0.51766
O 2.94033 2.41210 0.06091
H 5.14467 1.03386 -1.06596
H 5.61206 0.39080 0.54917
H 5.54997 2.04074 0.32026
H 3.57183 1.20387 1.60751
H 3.06250 0.38570 0.04540
H 3.63824 3.06812 -0.07125
```

- net charge = +1
- HOMO (spin up / spin down) (eV) = -10.27 / -11.09
- <S²> = 2.004
- HOMO-LUMO gap (spin up / spin down) (eV) = 7.3 / 7.4
- E_tot (a.u.) = -1443.82377
- molar mass (g/mol) = 679.93
- multiplicity = 3